{
  "formula": "CHN2O3P",
  "method": "the ωB97M-V functional and the def2-TZVPD basis",
  "species": ["N", "C", "N", "P", "O", "O", "O", "H"],
  "xyz": [[-0.8303, 2.7641, -0.8153], [-0.4603, 1.7176, -0.4273], [-0.1246, 0.6479, 0.2020], [0.4832, -1.1585, -0.0174], [0.5677, -1.5290, 1.4300], [1.7938, -1.2043, -0.7570], [-0.7403, -1.7112, -0.7454], [-0.6891, 0.4733, 1.1305]],
  "forces_ev_per_a": [[0.31, -0.31, -0.42], [-0.72, 1.06, 0.21], [-0.59, -1.51, 3.08], [-0.83, -1.32, -1.40], [-0.11, 0.32, 1.16], [-0.01, 0.76, -0.25], [0.52, 0.25, 0.08], [1.44, 0.75, -2.46]],
  "spin_multiplicity": 1,
  "smiles": "N#CNP(=O)([O-])[O-]",
  "total_charge": -2,
  "de_lowest_ev": 0.2310,
  "total_energy_ev": -19466.43973,
  "e_homo_ev": 0.25
}